ORCA calculation (ωB97M-V with the def2-TZVPD basis set) on one molecule with the formula C5H7N3O2 in a non-equilibrium geometry.

Structure (ORCA input):
```
! RIJCOSX wB97M-V def2-TZVPD def2/J DEFGRID3
* xyz 0 1
O 0.43580 2.44341 0.65973
N 0.16064 1.26002 -3.08168
C 0.54192 1.05242 0.48176
H 1.50912 0.69514 0.12450
C -0.63780 0.67866 -0.64161
N 0.17635 -0.83240 1.83624
O 1.07885 -1.77927 -0.05349
N 0.44590 0.39164 1.69188
H 1.12033 3.02561 0.91340
H -1.04424 -1.44110 -1.20062
H -2.10937 -0.88930 0.10067
H 1.81079 -1.94322 0.56883
C -1.03376 -0.79768 -0.33346
H -0.58381 -2.62139 0.89617
H -1.55952 1.35791 -0.57880
C -0.10313 -1.53535 0.64896
C -0.20807 0.93491 -2.03246
*
```

The calculation puts the LUMO energy at -0.24 eV. Its energy relative to the best compared isomer or geometry (same formula, charge and spin) is 84.4 kcal per mole. For the HOMO-LUMO gap, the calculation gives 9.452 eV.

=====

ORCA calculation (ωB97M-V with the def2-TZVPD basis set) on a 2-piece molecular cluster, C5H15N overall in a non-equilibrium geometry.

Structure (ORCA input):
```
! RIJCOSX wB97M-V def2-TZVPD def2/J DEFGRID3
* xyz 0 1
H 1.80375 -1.86805 1.72580
H -3.90691 1.53656 -1.74794
H 2.83054 -2.14365 3.19774
H -2.18907 2.30895 -1.85803
C 2.77021 -1.62392 2.12809
H 1.86256 1.68619 1.08122
H -1.63528 -0.16084 -2.82578
H -1.73354 -0.02972 0.20226
H 2.73517 0.24874 3.08777
H 2.12600 0.02791 0.07440
H -3.11086 1.61830 -3.24985
H -0.83536 -1.28073 -0.68120
N 2.86460 -0.24000 2.15132
H 0.77768 0.27877 1.37296
H -0.44324 0.59525 -0.66241
H -3.04868 -0.64850 -1.72068
C -2.21092 -0.00036 -1.96237
C 1.81761 0.50312 1.09254
C -1.25112 -0.17785 -0.77174
C -2.85905 1.43161 -2.16486
H 3.63592 -2.06177 1.53075
*
```

The calculation puts the LUMO energy at 0.97 eV. Its energy relative to the best compared isomer or geometry (same formula, charge and spin) is 53.8 kcal per mole. For the HOMO-LUMO gap, the calculation gives 9.513 eV.

=====

ORCA calculation (ωB97M-V with the def2-TZVPD basis set) on an isolated ion of composition CH3NO4P and charge +1 in a non-equilibrium geometry.

Structure (ORCA input):
```
! RIJCOSX wB97M-V def2-TZVPD def2/J DEFGRID3
* xyz 1 1
H -1.07094 0.30142 -2.20329
O -1.69506 -0.36104 0.49319
N 1.85818 -1.59012 0.20869
P -0.37848 0.23522 0.00634
C 1.08801 -0.71240 0.35417
H 0.16509 2.39620 0.78490
O -0.34536 1.57863 0.76683
H -2.06465 0.20595 1.15443
O -0.34865 0.18669 -1.57551
O 2.79187 -2.24055 0.01025
*
```

The calculation puts the LUMO energy at -4.32 eV. Its energy relative to the best compared isomer or geometry (same formula, charge and spin) is 3.7 kcal per mole. For the HOMO-LUMO gap, the calculation gives 10.814 eV.

=====

ORCA calculation (ωB97M-V with the def2-TZVPD basis set) on C23H42InN3P2SSi2 as an isolated structure.

Structure (ORCA input):
```
! RIJCOSX wB97M-V def2-TZVPD def2/J DEFGRID3
* xyz 2 1
H -2.95487 -1.21539 0.37514
H -2.41882 -0.91808 2.05200
C -4.08732 1.77935 -0.31507
H -1.74590 -3.27889 -1.93876
H 0.91888 -3.10931 -4.42802
H -4.08142 2.86078 -0.46113
H 2.37730 2.08272 4.43900
H 3.78778 0.92258 0.68702
C 2.20893 -0.84111 -3.27865
H 0.43451 -1.34508 6.14804
C -0.33646 -0.33467 -4.49462
H 2.35340 0.24129 -3.26382
C -0.34828 4.37617 -0.09956
C -1.93574 3.11599 -2.40813
P 2.64403 -0.81771 -0.53604
C 0.30887 -2.93720 -3.54036
S -2.27852 -4.74391 -0.06451
H -5.05039 1.51783 0.13369
H -4.03814 1.30108 -1.29661
H -2.51599 3.27892 2.17302
H 0.48851 4.24683 0.59283
H 2.61006 -2.97533 0.55663
In -0.02626 -0.40126 -0.44907
C -0.23581 -2.18493 2.13819
Si -2.73223 1.22630 0.82293
C 0.44434 -1.18043 3.98388
H -1.96175 1.86613 3.08280
N 0.39888 -1.11879 1.72063
C 0.95274 2.43553 -2.05064
H -0.10066 0.72929 -4.48115
H 0.64611 -3.59597 -2.74081
C -3.07184 -0.56595 1.24853
C 3.03277 -1.52036 -2.17946
C -2.72421 2.22662 2.38527
H -0.13279 5.24464 -0.72865
H -2.27087 2.17482 -2.85395
H -1.23854 4.61175 0.49036
C 0.83180 -0.44688 2.86406
H 4.10183 -1.40650 -2.36220
H 3.67509 1.33597 -1.02996
H 0.05277 -0.77428 -5.41423
H -1.53474 3.74184 -3.21116
H 0.75321 1.62185 -2.75569
H 4.25991 -2.31854 0.43520
C -0.99518 1.44725 0.08305
H -1.42000 -0.44783 -4.47604
C 3.85035 0.52553 -0.32720
C 1.83358 1.16039 4.28470
H -4.10306 -0.67793 1.59490
N -0.88076 -2.62865 -0.13284
H 2.50429 -1.19298 -4.26846
H -0.66668 -3.01614 4.02620
H -2.81015 3.62669 -2.00556
P 0.42097 -1.17567 -3.07246
H 2.82537 -2.59258 -2.14200
C -1.59351 -3.42872 -0.88257
H 1.68572 0.77161 6.39466
C 3.21726 -2.07380 0.64060
N -0.23710 -2.28685 3.48018
H 1.84190 1.32799 2.13884
H 1.33757 3.28135 -2.62710
H -1.79089 -4.71307 2.32560
H 4.85190 0.12458 -0.48773
H 1.73346 2.12351 -1.35656
C -1.61872 -4.18359 1.40099
C -0.90715 -3.05333 1.18228
H -3.69392 2.17868 2.88939
C 0.73705 -0.77269 5.28082
C 1.43597 0.40967 5.40669
H 3.13231 -1.69222 1.65836
C 1.54232 0.74586 3.00270
H -0.72299 -3.18367 -3.79021
Si -0.62151 2.85768 -1.12574
H -0.34860 1.63120 0.95757
*
```

The calculation puts the LUMO energy at -5.57 eV. Its energy relative to the best compared isomer or geometry (same formula, charge and spin) is 0.0 kcal per mole. For the HOMO-LUMO gap, the calculation gives 8.611 eV.

=====

ORCA calculation (ωB97M-V with the def2-TZVPD basis set) on an isolated ion of composition C15H21NO5P and charge -1 in a non-equilibrium geometry.

Structure (ORCA input):
```
! RIJCOSX wB97M-V def2-TZVPD def2/J DEFGRID3
* xyz -1 1
H -4.06812 -0.18988 1.18456
C 2.07708 -1.41725 0.13173
C 3.39831 0.64354 0.73367
H -2.20434 -2.84666 -0.11899
H -4.26492 -0.87154 -1.66596
H -5.27688 2.11795 0.74026
C -0.13159 -2.47229 0.12810
C -3.98480 -0.08598 -0.97559
H -3.19557 0.53902 -1.38075
C 3.75600 1.93806 0.46854
C 2.06446 0.61357 -1.24518
H -1.85712 -0.41511 1.55108
C 3.25455 2.55071 -0.63412
C 2.42314 1.90302 -1.50546
O 0.20028 -3.46465 -2.00149
H 3.17292 4.31712 -1.84323
H 2.13820 -1.98333 -0.79478
H 0.20941 -3.44764 0.46776
H 2.08584 -1.04222 2.73187
H 2.03273 2.41565 -2.37192
C -4.95378 1.93690 -0.29993
H 3.13425 4.60651 -0.13063
C -1.60378 -2.29542 0.60956
C -0.19813 -2.42001 -1.42437
H 2.79615 -1.87485 0.82322
O -4.43520 2.84858 -0.90984
O -0.60969 -1.37932 -1.97554
O -5.20113 0.71533 -0.81046
C 3.61963 4.00588 -0.90189
C -2.07804 -0.83492 0.56461
H -1.51012 -0.25659 -0.15526
P 0.75516 -1.33362 2.35642
H 0.02936 -0.18577 2.74442
N 0.68994 -1.35540 0.65665
C -3.60810 -0.73930 0.36384
H -1.78162 -2.75946 1.57836
H 4.40566 2.46265 1.15691
H 3.74034 0.10725 1.60668
C 2.55488 0.00980 -0.12694
H -4.00127 -1.75335 0.40658
H 1.39255 0.10194 -1.92262
H 4.69513 4.15505 -0.87201
O 0.33818 -2.56394 3.06213
*
```

The calculation puts the LUMO energy at 2.84 eV. For the HOMO-LUMO gap, the calculation gives 7.669 eV.

=====

ORCA calculation (ωB97M-V with the def2-TZVPD basis set) on C5H7NO as an isolated structure.

Structure (ORCA input):
```
! RIJCOSX wB97M-V def2-TZVPD def2/J DEFGRID3
* xyz 0 1
N 0.92449 -1.91224 0.09751
C -0.45011 -0.27521 0.96720
C -1.10483 -0.50789 -0.43618
O 1.37260 0.44967 -0.24550
H 0.67769 2.31954 0.40552
H -0.91299 -0.80751 1.78759
C -0.96228 0.87484 0.20566
H 1.64606 -2.13133 -0.58403
H 0.34550 1.87734 -1.29881
C 0.35899 1.51730 -0.26685
H -0.51088 -1.85017 -0.26655
H -1.75349 1.52103 0.57596
H -0.41460 -0.45649 -1.27942
C 0.78387 -0.61888 0.33790
*
```

The calculation puts the LUMO energy at 0.77 eV. Its energy relative to the best compared isomer or geometry (same formula, charge and spin) is 147.9 kcal per mole. For the HOMO-LUMO gap, the calculation gives 8.968 eV.